# 1
The following is a quantum chemistry calculation of 2 unconnected molecules or ions with the total composition C2H3N3S at a distorted geometry, from the OMol25 dataset.

Calculated values
HOMO energy (eV): -8.77
HOMO-LUMO gap (eV): 9.26

Positions of all 9 atoms, in Å:
C: -1.604 -0.138 0.755
C: 1.942 -0.123 0.167
N: -1.350 0.277 -0.314
N: 1.013 -0.876 0.414
N: -1.494 0.809 -1.400
S: 2.872 1.087 -0.219
H: -1.202 -0.917 1.342
H: 0.832 -1.836 0.585
H: -1.010 1.717 -1.329

Atomic forces in eV per Å
C -0.5 -0.7 0.9
C -2.2 -1.1 0.2
N -1.4 0.3 0.6
N 2.6 1.8 -0.5
N 0.8 1.2 -1.4
S 0.0 -0.4 0.2
H 0.3 -0.2 0.5
H 0.3 -0.5 0.0
H 0.0 -0.3 -0.5

# 2
The following is a quantum chemistry calculation of C2H3N3S2 in the gas phase at a distorted geometry, from the OMol25 dataset.

Calculated values
HOMO energy (eV): -8.71
HOMO-LUMO gap (eV): 8.17

Positions of all 10 atoms, in Å:
C: -0.896 0.555 0.064
C: -0.545 -0.815 -0.526
N: 0.654 -0.678 -1.123
N: 1.032 0.576 -0.676
N: 0.401 0.930 0.466
S: 0.578 -0.666 1.667
S: -0.693 -2.075 0.769
H: -1.139 1.204 -0.851
H: -1.438 0.398 0.981
H: 2.046 0.571 -0.771

Atomic forces in eV per Å
C -1.1 -0.3 -1.6
C 1.3 -0.2 -0.2
N -2.1 0.1 1.0
N 1.9 -1.0 -2.0
N 1.3 -0.3 0.7
S 0.7 0.0 1.2
S 0.2 0.5 -0.9
H -0.6 -0.5 1.7
H -1.4 0.8 -0.4
H -0.2 0.8 0.6

# 3
The following is a quantum chemistry calculation of C2H3N3S3 in the gas phase at a distorted geometry, from the OMol25 dataset.

Calculated values
HOMO energy (eV): -8.89
HOMO-LUMO gap (eV): 8.47

Positions of all 11 atoms, in Å:
H: 3.184 0.166 -0.124
N: 2.657 -0.101 -0.975
C: 1.403 -0.022 -0.533
N: 1.011 0.444 0.821
S: -0.446 1.382 0.799
C: -1.798 0.312 0.398
S: -3.402 0.308 0.925
N: -1.332 -0.576 -0.491
S: 0.037 -0.311 -1.591
H: 0.793 -0.393 1.604
H: -2.106 -1.209 -0.833

Atomic forces in eV per Å
H 0.2 0.1 -0.6
N -4.2 0.2 2.3
C 2.8 -0.2 0.4
N -1.4 -3.1 1.2
S -0.2 1.2 1.3
C -0.4 0.2 0.2
S 1.9 0.3 -0.4
N -0.5 -1.4 -1.4
S -1.0 -0.4 -0.1
H 1.2 2.6 -3.0
H 1.5 0.6 0.2

Q: What is the HOMO-LUMO gap in the second record?
A: 8.17 eV

Q: HOMO energy of number 3 (C2H3N3S3)?
A: -8.89 eV

Q: Look up the HOMO energy of the second one.
A: -8.71 eV